# 1
14
Properties=species:S:1:pos:R:3:forces:R:3:nbo_charge:R:1 method="wB97M-V/def2-TZVPD" homo_lumo_gap_ev=10.724 e_homo_ev=-9.826 e_above_lowest_ev=1.901 e_tot_ev=-8371.3807 spin_multiplicity=1 smiles=C[C@H]1OC[C@H]1O
C 1.5372 0.6014 0.1289 0.010 0.027 0.054 -0.64
C 0.6618 -0.6246 -0.0310 0.278 0.028 -0.170 0.08
O -0.0070 -1.0186 1.1951 0.128 0.030 0.066 -0.53
C -1.2346 -0.4495 0.7400 -0.377 0.139 -0.014 -0.09
C -0.7123 -0.3642 -0.6942 -0.046 -0.305 0.050 0.06
O -0.9319 0.8204 -1.4097 -0.097 0.154 0.069 -0.70
H 0.9591 1.4561 0.4960 0.079 -0.129 -0.012 0.20
H 2.3455 0.4016 0.8383 -0.105 -0.003 -0.089 0.22
H 1.9752 0.8890 -0.8333 -0.085 -0.093 0.129 0.22
H 1.2325 -1.4743 -0.4223 -0.066 0.150 -0.025 0.18
H -1.3829 0.5568 1.1678 -0.076 -0.113 -0.021 0.15
H -2.1160 -1.0627 0.9524 0.178 0.005 -0.005 0.19
H -1.0228 -1.2011 -1.3268 0.026 0.097 0.128 0.18
H -1.3038 1.4696 -0.8010 0.151 0.011 -0.160 0.47

=====

# 2
64
Properties=species:S:1:pos:R:3:forces:R:3:nbo_charge:R:1 method="wB97M-V/def2-TZVPD" homo_lumo_gap_ev=7.924 e_homo_ev=-8.838 e_above_lowest_ev=12.025 e_tot_ev=-44043.2860 spin_multiplicity=1 smiles="O=[N+]([O-])c1ccccc1.O=[N+]([O-])c1ccccc1.CN(C)C=O.CN(C)C=O.CN(C)C=O"
C 46.2240 35.9000 36.9420 0.813 2.596 -0.730 -0.20
C 44.8980 35.8800 37.5040 -0.811 2.744 -3.109 -0.24
C 43.7560 36.6410 36.7990 1.528 -0.956 -3.084 -0.16
C 44.1200 37.2280 35.2820 2.762 -1.170 6.789 0.03
C 45.5820 37.4220 34.8840 -3.725 -3.738 4.697 -0.18
C 46.5430 36.7090 35.7310 0.233 -0.200 -0.444 -0.23
N 42.9810 37.7900 34.6050 -0.062 -1.711 -2.378 0.49
O 43.2050 38.0980 33.4510 1.067 1.312 -0.953 -0.40
O 41.8380 37.6460 34.9590 -0.497 0.213 1.979 -0.37
H 47.2150 35.6070 37.5610 -2.813 0.189 -1.498 0.24
H 44.8220 35.4570 38.4880 -0.636 -0.135 0.157 0.23
H 42.5490 36.6450 37.0920 3.696 -0.091 -0.553 0.31
H 45.6930 37.9440 33.9980 0.941 0.884 -1.522 0.24
H 47.6860 36.7390 35.4170 -2.661 0.057 0.705 0.23
C 37.3400 41.7660 37.0610 -0.703 -3.162 -5.740 -0.19
C 38.0840 40.7650 36.0870 1.542 -0.135 3.119 -0.21
C 39.4800 40.3130 36.3900 -9.599 11.033 8.911 -0.09
C 40.1910 40.9820 37.6360 -6.306 1.001 -0.996 0.02
C 39.3320 41.8350 38.5790 0.497 -2.010 -5.076 -0.14
C 37.8870 42.2800 38.1250 6.918 -2.979 1.517 -0.23
N 41.6180 40.6940 37.8000 -0.881 -2.552 -0.094 0.49
O 42.0590 39.6700 37.2110 -0.635 2.407 0.968 -0.39
O 42.2030 41.3740 38.5970 0.846 0.366 0.118 -0.34
H 36.2910 42.1180 36.7270 1.937 -0.651 0.466 0.23
H 37.4220 40.3160 35.2890 1.325 0.554 0.824 0.23
H 40.0350 39.7940 35.9230 6.809 -7.245 -6.807 0.18
H 39.8340 42.1280 39.4740 -0.076 0.627 0.456 0.23
H 37.5160 43.1190 38.5160 -1.593 2.762 2.334 0.22
C 40.1040 37.0560 39.2000 0.610 -2.597 -2.555 0.51
O 40.6240 36.0770 38.6110 -0.866 1.779 1.061 -0.65
N 38.9600 37.6380 38.8300 -1.862 -0.852 -0.795 -0.44
C 38.4050 38.6820 39.6230 -5.108 -0.090 -1.102 -0.40
C 38.2520 37.1450 37.5570 -1.591 -2.388 1.372 -0.45
H 40.5930 37.5120 40.0250 0.465 0.644 1.134 0.12
H 37.8720 38.3980 40.5670 0.648 -0.339 -0.540 0.18
H 37.4730 39.1210 38.9770 2.538 -0.536 1.475 0.21
H 39.0950 39.4120 39.8460 1.444 1.791 0.390 0.20
H 37.8530 36.0020 37.5960 1.923 2.495 0.227 0.23
H 39.1040 37.2710 36.9230 -0.388 -0.394 -1.574 0.24
H 37.2030 37.5420 37.2290 2.436 0.581 0.934 0.24
C 36.1460 34.2890 36.9220 -0.081 4.207 -6.267 0.49
O 36.4860 35.0870 35.9610 0.546 -2.320 3.267 -0.67
N 34.8690 34.0580 37.0200 -2.176 -0.763 2.696 -0.41
C 34.3750 33.2480 38.1860 -2.065 -4.477 -4.142 -0.43
C 33.9070 34.4900 36.0510 2.110 7.037 -0.703 -0.41
H 36.7620 33.6900 37.4970 1.746 -0.812 1.540 0.15
H 34.7970 32.1310 37.8950 -0.951 2.520 1.457 0.20
H 33.1770 33.0340 38.1480 2.980 1.054 -0.065 0.23
H 34.6410 33.5390 39.1530 0.660 0.753 1.210 0.21
H 33.2450 35.3070 36.4160 -0.004 -0.960 0.415 0.20
H 33.4400 33.7070 35.7280 -3.313 -4.525 -1.781 0.19
H 34.2560 35.0900 35.0780 0.379 -1.814 2.315 0.26
C 39.1400 38.7650 45.2710 5.478 0.104 1.040 0.50
O 40.3650 38.9380 44.9890 -2.978 -0.004 0.686 -0.64
N 38.3900 37.9990 44.4870 -0.686 -0.767 -0.050 -0.46
C 36.9550 38.0540 44.6920 0.134 8.429 -0.262 -0.37
C 39.0090 37.2070 43.3890 -1.743 -4.549 1.070 -0.41
H 38.8400 39.0480 46.3520 -0.521 -0.123 -1.940 0.15
H 36.4670 38.7500 43.8240 0.830 -2.120 1.748 0.19
H 36.6460 38.8130 45.6910 1.350 -2.442 -2.721 0.21
H 36.5090 37.1920 44.8390 -2.174 -4.301 0.355 0.18
H 38.1760 36.4110 42.9690 1.976 2.214 1.095 0.20
H 39.9640 36.5460 43.5490 -1.913 1.066 1.296 0.24
H 39.4230 37.6910 42.5970 0.253 2.486 -2.342 0.21

=====

# 3
17
Properties=species:S:1:pos:R:3:forces:R:3:nbo_charge:R:1 method="wB97M-V/def2-TZVPD" homo_lumo_gap_ev=10.700 e_homo_ev=-9.833 e_above_lowest_ev=0.992 e_tot_ev=-10348.4959 spin_multiplicity=1 smiles="C[C@H](N)C(N)=O.O"
N 1.2276 -0.7245 -1.4517 -0.230 0.327 0.090 -0.84
C 0.2084 0.0800 -0.7262 -1.003 -0.145 -0.113 -0.16
C -1.1888 -0.1736 -1.3093 -0.031 -0.529 0.632 -0.64
C 0.2447 -0.3275 0.7600 1.926 -2.957 -0.889 0.68
N 1.5476 -0.3588 1.2016 -0.609 0.821 0.761 -0.84
O -0.6495 -0.8737 1.3907 -0.308 1.439 -0.005 -0.62
H 0.6856 -1.3768 -1.9983 0.072 -0.556 0.117 0.36
H 1.7119 -0.2105 -2.1759 0.061 0.533 0.233 0.37
H 0.4194 1.1452 -0.6819 0.331 0.136 -0.543 0.22
H -1.5868 -1.0952 -0.8780 0.031 0.029 0.262 0.23
H -1.8844 0.6120 -1.0155 -0.026 0.027 -0.407 0.24
H -1.1659 -0.4101 -2.3739 0.026 0.792 -0.126 0.21
H 1.6756 -0.5876 2.1694 0.037 -0.357 0.094 0.39
H 2.2697 -0.6206 0.5578 0.043 0.250 -0.299 0.42
H -1.1299 0.9121 1.8432 -0.021 -0.474 0.412 0.48
H -0.9395 2.2090 2.6922 0.304 -0.098 0.274 0.47
O -1.4456 1.8005 1.9959 -0.603 0.763 -0.494 -0.96

=====

# 4
17
Properties=species:S:1:pos:R:3:forces:R:3:nbo_charge:R:1 method="wB97M-V/def2-TZVPD" homo_lumo_gap_ev=9.226 e_homo_ev=-8.918 e_above_lowest_ev=7.339 e_tot_ev=-22181.0161 spin_multiplicity=1
C -0.7007 1.2372 0.2608 3.926 2.369 -3.568 0.06
C -0.4090 0.0407 -0.5637 0.182 0.103 -3.764 -0.23
C 1.7874 0.9039 0.4397 2.732 -0.284 0.227 -0.43
C -0.1617 -2.6650 -0.8493 2.245 1.923 1.760 -0.75
N 0.4680 0.3546 0.5006 -1.727 1.217 0.400 -0.40
N -1.7831 1.3671 1.1899 -0.094 -1.312 0.115 0.49
O -2.3403 2.4044 1.1435 -1.395 2.942 0.042 -0.35
O -2.1318 0.4298 1.8571 0.445 -0.939 0.491 -0.35
S -1.4203 -1.4416 -0.5993 -1.369 0.231 0.345 0.25
H -0.3839 2.5117 -0.5647 -1.236 -3.873 3.005 0.20
H -0.1238 0.2876 -1.7047 -0.235 -0.239 2.686 0.21
H 1.9862 1.4565 1.3695 -0.240 -0.232 -0.209 0.22
H 2.5714 0.0952 0.4068 -1.044 0.302 0.302 0.21
H 2.1899 1.5564 -0.3689 -1.391 -0.069 -0.167 0.19
H 0.7267 -1.9430 -0.6833 -0.658 -2.061 -0.456 0.22
H -0.1135 -3.1775 -1.7628 -0.115 -0.186 -1.568 0.22
H -0.1617 -3.4179 -0.0712 -0.025 0.106 0.359 0.23

=====

# 5
14
Properties=species:S:1:pos:R:3:forces:R:3:nbo_charge:R:1 method="wB97M-V/def2-TZVPD" homo_lumo_gap_ev=6.931 e_homo_ev=-8.622 e_above_lowest_ev=6.467 e_tot_ev=-29900.8578 spin_multiplicity=1
C -0.3163 -0.3761 -0.1429 -1.877 4.295 -3.846 0.35
C 0.0885 0.2536 1.1095 -0.363 0.463 3.930 -0.56
C 1.0373 1.4188 1.1263 -0.205 1.422 -3.454 0.19
H -0.3173 -2.4372 -0.8985 -0.796 3.695 2.487 0.45
H 1.0080 -2.2914 0.5924 -3.979 2.058 -1.512 0.31
H -0.8124 0.4345 1.8464 1.392 0.070 -1.767 0.29
H 0.5703 -0.5639 1.6538 0.175 0.384 0.145 0.26
H 0.5870 1.5236 -0.7722 0.623 1.870 1.392 0.50
H -2.5233 -0.0004 -2.7578 1.997 -1.280 0.075 0.17
N -0.3755 -1.6430 -0.0530 4.726 -10.944 -0.289 -0.71
N -0.8321 0.3040 -1.1825 1.042 -1.529 0.868 -0.62
O 1.0588 2.1247 -0.0536 -1.762 -2.643 -1.565 -0.68
S 2.1107 1.9989 2.1271 0.747 -0.285 2.511 0.00
S -1.2837 -0.7460 -2.5949 -1.721 2.425 1.026 0.06

=====

# 6
53
Properties=species:S:1:pos:R:3:forces:R:3:lowdin_spin:R:1 method="wB97M-V/def2-TZVPD" homo_lumo_gap_ev="6.685 / 4.741" e_homo_ev="-19.357 / -23.071" s2=8.7794 e_tot_ev=-49096.6153 spin_multiplicity=6 total_charge=+4
Ir 0.5786 0.3543 0.2118 -1.001 -1.578 -2.387 1.14
C 0.4089 1.8890 -0.9810 0.132 4.965 -2.879 0.15
O 0.3763 2.8387 -1.6355 0.010 -3.175 1.718 0.09
C 1.9717 -0.6391 -0.6147 4.543 -3.073 -2.291 0.13
O 2.8209 -1.2739 -1.0906 -2.960 2.177 1.641 0.09
C 0.4484 -0.5352 1.9246 -0.073 -2.225 4.882 0.16
O 0.4202 -1.0199 2.9714 0.009 1.053 -2.979 0.06
C -1.1761 -0.6759 -2.6991 0.691 -1.018 -1.200 0.12
P -1.1785 -0.7352 -0.8504 -1.533 1.567 -0.884 0.37
H -3.5319 -0.4995 -0.4561 0.035 0.136 0.008 0.00
H -1.1906 0.4037 -2.9146 -0.006 0.150 0.398 0.03
C -1.6454 -2.4744 -0.3801 -1.678 -4.007 1.461 0.25
H -2.4288 -2.7379 -1.1051 -0.037 0.652 -0.264 0.02
C -2.4330 -1.3371 -3.2750 -0.403 -0.176 0.585 0.05
H -3.3685 -0.9919 -2.8163 0.207 -0.128 -0.164 0.00
H -2.3753 -2.4313 -3.1880 -0.017 0.211 -0.168 0.01
H -2.4937 -1.1071 -4.3474 0.145 0.061 0.089 0.02
C 0.0809 -1.2656 -3.3353 0.235 0.088 -0.110 0.02
H 0.1726 -2.3444 -3.1528 -0.068 0.280 -0.179 0.00
C -2.5625 0.6487 1.0782 0.309 -0.199 0.054 0.09
H 0.9998 -0.7762 -2.9933 -0.166 -0.034 -0.197 0.00
H 0.0203 -1.1251 -4.4244 0.056 -0.066 0.254 0.00
C -2.9882 1.3936 -1.3029 0.563 0.424 -0.852 0.06
H -1.5545 1.0736 1.2718 -0.448 0.213 0.006 0.04
H -3.2966 1.4282 1.2887 0.020 -0.107 0.121 0.01
H -2.7072 -0.1658 1.7890 -0.044 0.113 0.051 0.00
C -2.6985 0.2112 -0.3749 -1.110 -0.599 1.113 0.11
H -3.7673 2.0046 -0.8245 0.143 -0.237 -0.024 0.01
H -3.3562 1.0802 -2.2870 0.125 0.127 0.284 0.00
H -2.1011 2.0303 -1.4383 -0.430 -0.013 0.011 0.00
C -2.2646 -2.6171 1.0140 0.408 1.562 -0.245 0.06
H -1.5439 -2.3677 1.8083 -0.273 -0.326 -0.084 0.01
H -2.5589 -3.6699 1.1450 0.016 -0.055 -0.114 0.04
H -3.1673 -2.0061 1.1372 0.128 -0.431 0.024 0.00
C -0.4803 -3.4454 -0.5699 1.231 1.366 -0.662 0.09
H 0.3842 -3.1679 0.0543 -0.210 -0.343 -0.063 0.01
H -0.1526 -3.5128 -1.6157 -0.086 -0.144 0.388 0.00
H -0.8140 -4.4478 -0.2585 -0.259 0.079 0.044 0.04
H -2.8411 3.5471 1.6294 0.117 0.123 0.039 0.00
H -2.1164 3.4436 1.7688 -0.095 0.097 -0.005 0.00
C 3.9359 3.7501 2.4170 0.329 1.078 0.215 0.02
N 4.1596 2.3173 2.3189 2.036 -0.377 0.405 0.10
C 5.3411 1.6436 2.5867 -1.637 3.110 -0.206 0.21
C 5.1037 0.3257 2.3856 -2.151 -1.975 -0.834 0.27
N 3.7780 0.2137 1.9925 0.972 -0.664 0.255 0.05
C 3.1914 1.4434 1.9647 -0.635 0.076 0.266 0.16
S 1.6148 2.0254 1.6917 1.868 1.515 2.080 0.85
H 3.5483 4.1545 1.4751 0.216 -0.177 0.096 0.01
H 3.2326 3.9864 3.2247 0.195 -0.197 -0.045 0.01
H 4.9073 4.1981 2.6353 -0.235 0.179 -0.035 0.00
H 6.2248 2.1672 2.8917 0.401 0.133 0.148 0.01
H 5.7391 -0.5307 2.4834 0.314 -0.327 0.055 0.01
H 3.3335 -0.6712 1.7719 0.102 0.118 0.178 0.00